1.
The following is a quantum chemistry calculation of C11H29BeN3S2 as an isolated structure, from the OMol25 dataset.

Positions of all 46 atoms, in Å:
Be1 -0.174 0.107 0.300
S1 -0.829 -2.581 -0.004
S2 -0.855 2.253 0.010
C1 0.688 -3.616 -0.019
C2 -1.102 -2.558 -1.820
C3 -0.424 -1.348 -2.410
N1 -0.904 -0.132 -1.681
C4 -0.442 1.084 -2.414
C5 -1.149 2.275 -1.822
H1 -2.184 -2.539 -2.009
H2 -0.690 -3.478 -2.245
H3 -0.606 -1.241 -3.493
H4 0.666 -1.419 -2.274
H5 -0.605 0.977 -3.500
H6 0.643 1.170 -2.249
H7 -2.233 2.239 -2.003
H8 -0.758 3.209 -2.236
C6 0.595 3.397 -0.015
H9 -1.939 -0.143 -1.700
H10 1.320 3.101 -0.791
H11 1.062 3.356 0.978
H12 0.254 4.426 -0.214
H13 1.141 -3.534 0.982
H14 1.415 -3.295 -0.784
H15 0.406 -4.665 -0.197
C7 -3.186 -0.139 0.909
C8 -2.601 -0.150 2.110
H16 -3.424 -1.087 0.407
H17 -3.448 0.795 0.395
H18 -2.447 -1.106 2.633
H19 -2.291 0.779 2.613
N2 0.163 -0.306 2.187
C9 1.072 0.778 2.685
C10 2.444 0.552 2.055
C11 2.487 0.623 0.522
N3 1.430 -0.204 -0.116
H20 0.621 -1.200 2.247
H21 -0.579 -0.438 2.866
H22 0.639 1.738 2.360
H23 1.132 0.828 3.766
H24 3.125 1.317 2.442
H25 2.853 -0.435 2.360
H26 2.350 1.652 0.152
H27 3.433 0.290 0.130
H28 1.525 -1.228 0.012
H29 1.407 -0.106 -1.127

E_HOMO (Eh): -0.57730
Molecular weight (u): 276.52
E_LUMO (Eh): -0.2014
Net charge: +2

---

2.
The following is a quantum chemistry calculation of an isolated ion of composition C5H8NO and charge +1, from the OMol25 dataset.

Positions of all 15 atoms, in Å:
C1 0.114 -0.595 -0.142
C2 -1.241 -0.264 -0.100
C3 1.145 0.325 -0.051
C4 -2.328 -1.242 0.074
C5 1.340 1.773 -0.059
N1 2.601 -0.382 -0.267
O1 3.372 -0.813 0.503
H1 0.420 -1.593 -0.133
H2 -1.517 0.714 -0.027
H3 -2.803 -1.854 -0.763
H4 -2.008 -2.176 0.558
H5 -3.289 -0.649 0.494
H6 1.676 2.186 -1.004
H7 0.397 2.271 0.208
H8 2.121 2.300 0.710

E_HOMO (alpha / beta) (Eh): -0.50213 / -0.50214
Molecular weight (u): 98.12
ΔE to the lowest compared entry with this formula, charge and spin (eV): 5.3010
SMILES: C/C=C/C(C)=[N+]=O
E_LUMO (alpha / beta) (Eh): -0.2459 / -0.2459
Net charge: +1

---

3.
The following is a quantum chemistry calculation of a 2-piece molecular cluster, C5H13N overall, from the OMol25 dataset.

Positions of all 19 atoms, in Å:
C1 -1.017 3.171 -3.644
C2 -0.502 1.770 -4.000
C3 -0.219 0.867 -2.764
H1 -1.771 3.506 -4.359
H2 -0.197 3.886 -3.694
H3 -1.443 3.269 -2.647
H4 0.448 1.897 -4.529
H5 -1.159 1.213 -4.668
H6 0.576 1.333 -2.177
H7 -1.075 0.806 -2.097
H8 0.152 -0.028 -3.264
C4 -0.160 -2.970 5.375
C5 1.112 -2.868 4.969
N1 1.624 -2.123 3.889
H9 -0.930 -2.214 5.475
H10 -0.369 -3.838 5.996
H11 1.914 -3.388 5.471
H12 2.094 -2.726 3.234
H13 0.921 -1.563 3.433

E_HOMO (Eh): -0.30626
Molecular weight (u): 87.17
ΔE to the lowest compared entry with this formula, charge and spin (eV): 1.8958
SMILES: C=CN.CCC
E_LUMO (Eh): 0.0391
Net charge: 0

---

4.
The following is a quantum chemistry calculation of a 2-piece molecular cluster, C38H42BNO4Si overall, from the OMol25 dataset.

Positions of all 87 atoms, in Å:
C1 0.815 4.338 3.303
C2 0.341 3.545 4.471
C3 -0.517 2.119 4.354
C4 -0.628 1.580 2.793
C5 0.738 0.832 2.182
C6 0.754 0.295 0.601
C7 -0.614 0.533 -0.270
C8 -1.950 1.261 0.340
C9 -2.006 1.824 1.909
Si1 -3.597 2.716 2.527
C10 -4.908 1.575 3.354
C11 -3.143 4.207 3.722
C12 -4.373 3.578 0.943
C13 -0.561 0.021 -1.861
O1 -1.429 0.615 -2.683
C14 0.493 -1.194 -2.316
C15 0.180 -2.133 -3.665
C16 -1.119 -1.913 -4.647
C17 -0.925 -0.776 -5.810
C18 0.377 0.201 -5.626
C19 0.163 1.808 -5.213
C20 1.383 2.883 -5.001
C21 2.944 2.425 -5.205
C22 3.204 0.844 -5.657
C23 1.958 -0.247 -5.860
C24 1.207 -3.379 -4.103
C25 0.957 -4.363 -5.402
C26 -0.175 -5.594 -5.331
C27 -0.196 -6.453 -6.752
C28 0.702 -6.150 -8.074
N1 1.691 -5.034 -8.067
C29 1.783 -4.253 -6.801
C30 2.535 -3.614 -3.172
C31 2.832 -2.663 -1.828
B1 4.183 -3.048 -0.971
C32 5.459 -2.002 -0.987
O2 4.209 -4.342 -0.239
C33 1.852 -1.416 -1.367
C34 2.099 -0.414 -0.096
O3 3.271 -0.054 0.432
H1 0.024 5.090 2.819
H2 1.895 4.345 2.853
H3 0.556 3.994 5.553
H4 -1.546 2.191 4.908
H5 0.137 1.320 4.928
H6 1.703 0.692 2.870
H7 -2.897 1.407 -0.331
H8 -5.953 2.146 3.268
H9 -5.051 0.526 2.853
H10 -4.716 1.471 4.526
H11 -2.043 4.535 3.394
H12 -3.168 3.886 4.853
H13 -3.878 5.097 3.465
H14 -3.479 4.186 0.439
H15 -5.153 4.388 1.289
H16 -4.828 2.809 0.188
H17 -2.041 -1.691 -3.922
H18 -1.423 -2.920 -5.211
H19 -1.883 -0.067 -5.746
H20 -0.896 -1.256 -6.878
H21 -0.940 2.223 -5.024
H22 1.126 4.000 -4.677
H23 3.807 3.203 -5.057
H24 4.297 0.416 -5.847
H25 2.240 -1.342 -6.160
H26 -0.829 -5.830 -4.391
H27 -0.939 -7.380 -6.810
H28 0.602 -6.805 -9.064
H29 2.611 -3.390 -6.809
H30 3.282 -4.468 -3.462
H31 6.252 -2.316 -1.802
H32 5.990 -2.056 0.077
H33 5.136 -0.895 -1.213
H34 4.930 -4.921 -0.651
C35 -1.847 0.158 8.826
C36 -0.438 0.314 9.338
C37 0.274 0.893 8.135
O4 -0.694 1.666 7.411
C38 -1.996 1.372 7.935
H35 -2.600 0.114 9.617
H36 -1.925 -0.757 8.227
H37 -0.422 1.034 10.165
H38 0.008 -0.620 9.689
H39 0.637 0.103 7.470
H40 1.118 1.530 8.415
H41 -2.330 2.244 8.507
H42 -2.696 1.205 7.112

E_HOMO (Eh): -0.26565
Molecular weight (u): 615.66
SMILES: C=CCc1cc2c(cc1[Si](C)(C)C)C(=O)c1c(CCc3ccccc3)c(-c3cccnc3)cc(B(C)O)c1C2=O.C1CCOC1
E_LUMO (Eh): -0.0582
Net charge: 0

---

5.
The following is a quantum chemistry calculation of the molecule C13H18N2O3, from the OMol25 dataset.

Positions of all 36 atoms, in Å:
C1 -0.858 -2.041 2.429
H1 -1.163 -1.797 3.452
O1 -0.223 -0.931 1.825
C2 -1.107 0.125 1.538
C3 -1.774 -0.062 0.149
N1 -3.068 0.563 0.070
C4 -4.194 -0.103 0.419
O2 -4.151 -1.205 0.929
C5 -5.473 0.653 0.139
H2 -5.581 0.809 -0.932
H3 -6.320 0.081 0.505
H4 -5.446 1.620 0.633
H5 -3.089 1.430 -0.450
H6 -1.899 -1.139 -0.020
C6 -0.869 0.545 -0.921
O3 -1.180 1.547 -1.533
N2 0.282 -0.123 -1.086
H7 0.474 -0.911 -0.483
C7 1.334 0.338 -1.959
C8 2.701 0.326 -1.328
C9 3.811 0.475 -2.153
C10 5.089 0.468 -1.622
C11 5.272 0.303 -0.260
C12 4.173 0.161 0.567
C13 2.891 0.172 0.039
H8 2.045 0.068 0.702
H9 4.308 0.032 1.629
H10 6.267 0.295 0.158
H11 5.942 0.585 -2.272
H12 3.669 0.602 -3.216
H13 1.064 1.358 -2.254
H14 1.353 -0.277 -2.867
H15 -1.894 0.196 2.299
H16 -0.517 1.045 1.556
H17 -0.125 -2.847 2.451
H18 -1.742 -2.359 1.869

E_HOMO (Eh): -0.33870
Molecular weight (u): 250.30
ΔE to the lowest compared entry with this formula, charge and spin (eV): 0.4521
SMILES: COC[C@@H](NC(C)=O)C(=O)NCc1ccccc1
E_LUMO (Eh): 0.0291
Net charge: 0

---

6.
The following is a quantum chemistry calculation of a 2-piece molecular cluster, H10N4Si2 overall, from the OMol25 dataset.

Positions of all 16 atoms, in Å:
N1 -2.113 1.474 0.749
N2 -2.231 -1.183 0.189
N3 1.737 -1.421 0.352
N4 2.340 1.152 -0.168
Si1 -1.139 0.164 0.484
Si2 1.220 0.153 0.708
H1 -3.151 1.346 0.688
H2 -1.949 2.440 1.073
H3 -1.713 -2.027 -0.108
H4 -3.071 -1.006 -0.532
H5 2.588 -1.723 0.675
H6 1.622 -1.456 -0.631
H7 2.433 1.017 -1.132
H8 2.144 2.255 -0.063
H9 0.487 -0.164 -1.764
H10 1.428 0.482 2.059

E_HOMO (Eh): -0.25188
Molecular weight (u): 122.28
ΔE to the lowest compared entry with this formula, charge and spin (eV): 3.2093
E_LUMO (Eh): 0.0042
Net charge: 0